{
  "formula": "C11H22NSi",
  "method": "ωB97M-V/def2-TZVPD",
  "e_tot_ev": -21122.7087,
  "e_homo_ev": -11.291,
  "charge": 1,
  "e_above_lowest_kj_mol": 0.0,
  "molar_mass_g_mol": 196.390,
  "lumo_energy_ha": -0.09692,
  "species": ["C", "C", "C", "C", "C", "C", "C", "C", "C", "C", "C", "N", "Si", "H", "H", "H", "H", "H", "H", "H", "H", "H", "H", "H", "H", "H", "H", "H", "H", "H", "H", "H", "H", "H", "H"],
  "xyz": [[1.36190, -0.14980, 1.19428], [0.74562, 1.03292, 1.72724], [0.17325, 1.77806, 0.75240], [0.97897, -0.19041, -0.12754], [0.01258, 0.96627, -0.46123], [0.92120, 1.37046, 3.08979], [-0.34964, 3.15650, 0.92499], [2.70151, -0.96404, -1.72327], [1.17183, -2.55034, -0.59625], [-2.68030, -0.45005, 0.78607], [-2.02712, -0.74162, -2.13500], [1.29295, -1.17328, -1.09998], [-1.86064, 0.51104, -0.77896], [2.17034, -0.69000, 1.64242], [0.26961, 1.44940, -1.45483], [0.57457, 2.32314, 3.49230], [1.94931, 1.20802, 3.49174], [0.19233, 0.70678, 3.55953], [0.47007, 3.80902, 1.30068], [-0.86765, 3.17222, 1.93215], [-1.04257, 3.43908, 0.05069], [3.18685, -0.20875, -1.14943], [3.27328, -1.84557, -1.60139], [2.76450, -0.63976, -2.83433], [0.71885, -3.19488, -1.38278], [2.06805, -2.88997, -0.24786], [0.52420, -2.53320, 0.23437], [-2.18842, -0.08039, 1.73565], [-3.72838, -0.29412, 0.71059], [-2.57345, -1.53458, 0.87507], [-1.37517, -0.46322, -3.00626], [-2.00454, -1.73652, -1.63784], [-3.02533, -0.72188, -2.61680], [0.65873, -0.90171, -1.90561], [-2.06495, 1.85039, -1.29849]],
  "forces_ev_per_a": [[-0.651, 0.460, -2.962], [1.015, 0.888, -2.083], [-0.800, -0.160, 0.212], [-1.162, 1.565, 1.963], [1.901, -1.529, -0.915], [0.056, 0.257, 3.411], [-1.080, 0.062, 1.413], [-0.073, 0.972, -1.530], [-2.919, -0.403, -2.001], [2.155, 1.401, 0.020], [-0.492, 0.220, -0.899], [0.966, 0.897, -2.948], [0.406, -1.732, 1.629], [-0.117, -0.604, 0.455], [-0.074, -0.265, 1.008], [0.212, 0.360, -0.734], [-0.825, -0.127, -0.260], [0.440, -0.423, 0.885], [-0.264, 0.193, -1.519], [-0.509, -0.075, -1.321], [1.407, 0.262, 1.627], [0.179, 0.654, 0.401], [0.323, -1.033, -0.034], [-0.839, -0.642, 1.883], [0.681, 0.314, 0.525], [2.534, -0.896, 0.539], [-0.996, 0.038, 0.807], [-1.060, 0.030, -0.899], [-0.999, 0.503, 0.497], [0.420, 0.025, -0.809], [-0.071, -0.998, 0.733], [0.716, 0.377, -0.878], [0.255, 0.205, 0.465], [0.416, -1.269, 1.129], [-1.150, 0.473, 0.191]],
  "lowdin_charge": [0.069, -0.313, -0.293, -0.257, -0.272, -0.046, -0.034, 0.059, 0.025, -0.152, -0.240, -0.119, 0.713, 0.133, 0.150, 0.088, 0.113, 0.102, 0.103, 0.097, 0.099, 0.090, 0.075, 0.143, 0.136, 0.073, 0.092, 0.039, 0.000, 0.025, 0.046, 0.039, 0.046, 0.171, 0.002]
}

---

{
  "formula": "C11H22O2",
  "method": "ωB97M-V/def2-TZVPD",
  "e_tot_ev": -15859.8021,
  "e_homo_ev": -10.165,
  "e_above_lowest_kj_mol": 24.1,
  "molar_mass_g_mol": 186.295,
  "lumo_energy_ha": 0.02978,
  "species": ["C", "H", "C", "C", "C", "C", "C", "H", "H", "C", "C", "O", "O", "H", "H", "C", "C", "C", "H", "H", "H", "H", "H", "H", "H", "H", "H", "H", "H", "H", "H", "H", "H", "H", "H"],
  "xyz": [[3.99484, 0.64080, -2.03652], [5.01875, 0.54599, -1.68149], [3.05987, -0.21503, -1.18956], [1.61427, -0.20573, -1.69096], [0.88868, 1.12677, -1.48756], [0.56201, 1.45109, -0.02240], [-0.89974, 1.22536, 0.36910], [-1.55389, 1.77692, -0.30811], [-1.04429, 1.63468, 1.37099], [-1.32486, -0.24662, 0.38847], [-1.67179, -0.77701, -0.98186], [-1.32722, -1.84462, -1.41621], [-2.48559, 0.03647, -1.67136], [-2.71843, -0.37245, -2.51941], [-0.51326, -0.86703, 0.77628], [-2.58225, -0.46506, 1.25595], [-2.30209, -0.45680, 2.75924], [-1.56998, -1.70630, 3.23427], [-2.13499, -2.59935, 2.97709], [-1.44219, -1.68000, 4.31398], [-0.58558, -1.78356, 2.78036], [-3.25907, -0.39040, 3.28176], [-1.72161, 0.42765, 3.02724], [-3.03042, -1.42780, 0.99646], [-3.30460, 0.31605, 1.01014], [1.19751, 0.85838, 0.63786], [0.79075, 2.50186, 0.17005], [-0.03830, 1.11312, -2.06388], [1.50488, 1.92389, -1.90627], [1.05984, -1.00102, -1.19167], [1.61908, -0.43890, -2.75856], [3.42059, -1.24619, -1.20411], [3.09862, 0.12954, -0.15425], [3.71819, 1.69100, -1.98814], [3.96229, 0.32429, -3.07694]],
  "forces_ev_per_a": [[-0.076, -0.114, 0.203], [0.116, 0.058, -0.031], [-0.080, 0.017, -0.217], [0.089, 0.080, 0.123], [0.105, -0.153, 0.050], [-0.180, 0.177, -0.131], [0.255, -0.100, 0.117], [-0.044, 0.047, 0.070], [-0.076, 0.016, 0.006], [-0.278, 0.191, -0.069], [0.330, -0.439, 0.022], [0.037, -0.156, -0.061], [-0.379, 0.537, -0.149], [0.176, -0.170, 0.190], [-0.043, -0.028, -0.151], [0.083, 0.077, 0.157], [-0.026, -0.153, -0.137], [-0.083, 0.218, 0.003], [-0.026, -0.134, -0.013], [0.062, -0.069, 0.087], [0.133, -0.082, -0.019], [0.028, 0.093, 0.030], [-0.060, 0.087, 0.054], [-0.089, 0.003, -0.009], [-0.049, -0.030, -0.060], [0.080, 0.027, 0.097], [0.061, -0.034, 0.078], [-0.017, 0.101, -0.081], [-0.054, 0.046, -0.072], [-0.045, -0.061, -0.059], [-0.033, -0.114, -0.031], [0.008, 0.002, 0.104], [0.021, -0.082, 0.090], [0.026, 0.139, -0.054], [0.026, 0.004, -0.135]],
  "lowdin_charge": [-0.113, 0.067, -0.264, -0.216, -0.191, -0.183, -0.157, 0.120, 0.108, -0.237, -0.533, 0.108, 0.108, 0.138, 0.141, -0.163, -0.252, -0.104, 0.075, 0.070, 0.065, 0.108, 0.098, 0.124, 0.122, 0.105, 0.110, 0.103, 0.099, 0.093, 0.114, 0.105, 0.097, 0.062, 0.072]
}

---

{
  "formula": "C11H23AlO7P",
  "method": "ωB97M-V/def2-TZVPD",
  "e_tot_ev": -42002.5538,
  "e_homo_ev": -5.085,
  "charge": -1,
  "molar_mass_g_mol": 325.254,
  "lumo_energy_ha": 0.09165,
  "species": ["C", "C", "C", "Al", "P", "O", "O", "O", "H", "H", "H", "H", "H", "H", "H", "H", "H", "H", "H", "O", "C", "O", "C", "C", "C", "H", "H", "H", "H", "H", "H", "O", "C", "O", "C", "C", "C", "H", "H", "H", "H", "H", "H"],
  "xyz": [[4.04140, -0.49074, 2.23804], [3.51036, 0.99290, 2.31562], [2.17772, 1.06470, 1.46810], [0.55080, 1.55511, 2.58482], [-1.32700, 0.26920, 1.86139], [-1.95298, 0.75543, 0.56509], [-2.50639, 0.46568, 3.08296], [-0.92990, -1.36898, 1.74507], [3.23336, -1.10468, 2.66353], [4.98646, -0.62645, 2.78356], [4.12623, -0.71918, 1.17889], [3.31079, 1.24452, 3.37300], [4.26112, 1.70954, 1.94773], [1.98290, 0.07475, 1.02444], [2.38242, 1.74134, 0.61926], [0.80410, 1.09638, 4.09741], [0.18596, 3.09440, 2.41005], [-2.16945, -0.06603, 3.80805], [-1.25865, -1.71923, 0.92059], [-5.48243, 4.76556, -3.33227], [-4.93648, 3.82627, -2.82477], [-3.61889, 3.80238, -2.53049], [-3.25289, 2.49720, -2.03310], [-4.54320, 1.89125, -1.52393], [-5.57408, 2.50609, -2.46127], [-2.81871, 1.92217, -2.85596], [-2.51066, 2.59840, -1.24417], [-4.53521, 0.80324, -1.52396], [-4.72837, 2.22383, -0.50132], [-5.70272, 1.91643, -3.37154], [-6.53270, 2.66134, -1.97224], [4.43671, -3.00179, 0.40850], [3.45021, -3.05486, -0.26544], [2.40722, -2.20872, -0.12954], [1.33888, -2.59839, -1.00150], [1.99780, -3.42315, -2.09107], [3.15193, -4.07354, -1.34163], [0.61367, -3.17693, -0.42330], [0.84736, -1.70815, -1.39060], [1.31921, -4.13285, -2.56395], [2.38979, -2.76396, -2.86897], [2.85530, -5.01049, -0.86653], [4.01903, -4.22996, -1.97850]],
  "forces_ev_per_a": [[-0.631, 1.699, 0.329], [-0.484, -1.081, -0.069], [0.439, 0.250, 0.226], [1.161, 0.094, -0.250], [-0.779, 1.126, -1.013], [0.286, -0.996, 1.044], [0.851, -1.021, -1.399], [-0.414, 1.043, 0.847], [0.462, -0.120, -0.107], [-0.232, -0.174, -0.214], [0.309, -0.263, 0.196], [0.157, -0.029, -0.309], [-0.156, -0.233, 0.035], [0.193, 0.193, 0.059], [-0.409, -0.145, 0.187], [-0.083, -0.110, 0.283], [-0.328, 0.177, 0.057], [-0.046, -0.014, 0.558], [-0.412, -0.078, -0.488], [0.142, 0.218, 0.023], [-0.101, 0.023, -0.288], [-0.267, 0.054, -0.081], [0.409, -0.239, 0.314], [-0.233, -0.185, 0.078], [0.177, -0.214, 0.494], [-0.046, 0.061, -0.019], [0.010, 0.090, -0.089], [0.115, 0.039, 0.023], [0.094, -0.058, -0.010], [-0.095, 0.081, -0.027], [-0.110, 0.066, -0.280], [-0.008, 0.019, -0.088], [0.262, -0.297, 0.318], [0.052, -0.032, -0.064], [-0.287, 0.126, -0.081], [-0.014, -0.214, -0.269], [-0.243, 0.185, -0.504], [0.038, -0.002, 0.024], [0.077, 0.084, 0.213], [-0.036, 0.043, 0.058], [-0.036, -0.002, 0.032], [0.109, -0.006, 0.021], [0.107, -0.158, 0.227]],
  "lowdin_charge": [-0.131, -0.341, -0.338, 0.238, 0.459, -0.439, -0.269, -0.262, 0.076, 0.060, 0.036, 0.053, 0.079, 0.008, 0.034, -0.111, -0.125, 0.019, 0.019, 0.099, -0.502, 0.029, -0.152, -0.163, -0.088, 0.126, 0.113, 0.115, 0.123, 0.126, 0.120, 0.118, -0.487, 0.020, -0.156, -0.161, -0.080, 0.124, 0.132, 0.113, 0.118, 0.129, 0.122]
}